1.
The following is a DFT calculation (wB97M-V/def2-TZVPD) of C42H42CeClN9O6 as an isolated structure.

Geometry as ORCA input:
```
! RIJCOSX wB97M-V def2-TZVPD def2/J DEFGRID3
* xyz 2 1
Ce -1.2442 2.0273 2.3140
O -2.6480 2.4279 4.3288
C -3.4155 2.0288 3.4500
O -3.0338 0.9645 2.7692
C -4.5895 2.8243 2.9178
C -5.4037 2.0171 1.8852
C -6.7171 2.7313 1.5806
C -6.2292 3.9273 0.7239
C -4.7273 3.6559 0.6491
O -4.6314 2.2165 0.6862
C -4.0749 4.0437 1.9911
C -2.5633 4.0575 1.8995
O -1.8258 4.3568 2.8520
O -1.9924 3.4906 0.8708
H -5.1829 3.1686 3.7633
H -5.4899 0.9606 2.1172
H -7.2529 3.0259 2.4820
H -7.3608 2.0723 1.0037
H -6.4427 4.8949 1.1765
H -6.6708 3.9171 -0.2690
H -4.2171 4.0465 -0.2249
H -4.4164 5.0054 2.3699
C -1.6373 0.5249 -2.2173
C -1.8261 1.1556 -0.9920
N -0.8037 1.3684 -0.1739
C 0.4148 0.9812 -0.5645
C 0.5783 0.3198 -1.7740
N -0.4436 0.0923 -2.5955
C 1.5241 1.2762 0.3680
C 2.8373 0.9637 0.0800
C 3.8500 1.2750 0.9853
C 3.4868 1.9689 2.1400
C 2.1620 2.2896 2.3468
N 1.1813 1.9099 1.5079
C 1.7315 3.1316 3.4878
C 2.5285 4.1606 3.9626
N 2.1074 5.0004 4.9057
C 0.8930 4.7978 5.3977
C 0.0935 3.7572 4.9471
N 0.4968 2.9364 3.9769
C 5.2542 0.8915 0.7208
C 6.3017 1.7195 1.1009
C 7.6011 1.3086 0.8412
N 7.8981 0.1531 0.2514
C 6.8898 -0.6378 -0.1089
C 5.5572 -0.3141 0.0985
H -2.4708 0.3519 -2.8871
H -2.8079 1.4767 -0.6598
H 1.5436 -0.0455 -2.1046
H 3.0942 0.4932 -0.8580
H 4.2317 2.2319 2.8785
H 3.5152 4.3349 3.5528
H 0.5336 5.4800 6.1573
H -0.8890 3.5862 5.3619
H 6.1252 2.6859 1.5564
H 8.4383 1.9377 1.1188
H 7.1587 -1.5744 -0.5828
H 4.7805 -1.0115 -0.1925
C -1.9735 -5.3874 -0.8963
C -0.9445 -4.6482 -1.7641
C -1.6265 -3.4639 -2.4575
C -0.5125 -5.6394 -2.8553
C 0.2882 -4.1967 -0.9149
O 1.1636 -5.3066 -0.6913
C 1.0843 -3.0064 -1.4669
C 2.0159 -3.2667 -2.6651
C 1.9744 -2.1464 -3.6688
C 1.1435 -2.1872 -4.7822
C 1.0672 -1.1139 -5.6601
C 1.8387 0.0131 -5.4262
Cl 1.7386 1.3625 -6.5077
C 2.7026 0.0672 -4.3437
C 2.7607 -1.0125 -3.4747
C 0.0226 -3.8556 0.5657
N -0.6145 -2.5633 0.8355
C -0.0669 -1.5597 1.4973
N -0.9593 -0.6010 1.6958
C -2.0959 -1.1199 1.1222
N -1.9238 -2.2989 0.5891
H -2.7350 -5.8255 -1.5433
H -2.4843 -4.7225 -0.2004
H -1.5120 -6.2072 -0.3411
H -2.5012 -3.8301 -2.9980
H -0.9692 -2.9827 -3.1869
H -1.9738 -2.7102 -1.7461
H -1.3960 -5.9310 -3.4246
H -0.0892 -6.5534 -2.4369
H 0.1930 -5.2126 -3.5727
H 1.5019 -5.6278 -1.5358
H 1.7138 -2.6692 -0.6337
H 0.4092 -2.1816 -1.7071
H 1.7722 -4.2101 -3.1574
H 3.0412 -3.3717 -2.3070
H 0.5491 -3.0726 -4.9836
H 0.4179 -1.1518 -6.5242
H 3.3224 0.9415 -4.1937
H 3.4578 -0.9828 -2.6400
H 1.0116 -3.8048 1.0160
H -0.5297 -4.6330 1.0832
H 0.9614 -1.5567 1.8245
H -3.0442 -0.6114 1.1081
*
```

Results
Frontier orbital gap in eV: 4.455
HOMO in eV: -12.8634
E in hartree: -3504.85883

=====

2.
The following is a DFT calculation (wB97M-V/def2-TZVPD) of C5H9NO2 as an isolated structure.

Geometry as ORCA input:
```
! RIJCOSX wB97M-V def2-TZVPD def2/J DEFGRID3
* xyz 0 1
C -0.9900 -1.2905 -0.9221
C -0.2993 0.0971 1.7709
C 0.4117 1.4846 -0.2629
C 0.2487 -0.4225 -0.8239
C 0.6453 0.3292 0.6130
O 0.5855 2.7776 -0.0225
O 1.3642 -1.0467 -1.4464
N 0.0286 0.9143 -1.3537
H 0.3837 3.2626 -0.8399
H 1.4695 -1.9048 -1.0081
H 1.6948 0.2442 0.9180
H -1.1382 -1.6372 -1.9505
H -0.8995 -2.1707 -0.2780
H -1.8897 -0.7430 -0.6279
H -0.0945 0.8022 2.5837
H -0.1758 -0.9130 2.1751
H -1.3449 0.2167 1.4751
*
```

Results
Frontier orbital gap in eV: 10.207
HOMO in eV: -9.4440
E in hartree: -401.12272

=====

3.
The following is a DFT calculation (wB97M-V/def2-TZVPD) of one molecule with the formula C4H9NO.

Geometry as ORCA input:
```
! RIJCOSX wB97M-V def2-TZVPD def2/J DEFGRID3
* xyz 0 1
C 2.0772 -0.4287 0.0441
C 0.8792 0.4730 -0.2305
C -0.2708 0.1875 0.7043
O -0.2013 -0.3689 1.7703
N -1.5841 0.6318 0.2300
C -2.2400 -0.4375 -0.6923
H 1.8394 -1.4700 -0.1925
H 2.9344 -0.1221 -0.5627
H 2.3585 -0.3832 1.0995
H 1.1533 1.5274 -0.0679
H 0.5390 0.3885 -1.2676
H -1.5526 1.5102 -0.2866
H -1.5405 -0.5107 -1.5395
H -2.1453 -1.3584 -0.0998
H -2.1926 0.7540 1.0401
*
```

Results
Frontier orbital gap in eV: 7.555
HOMO in eV: -7.0680
E in hartree: -287.69945

=====

4.
The following is a DFT calculation (wB97M-V/def2-TZVPD) of one molecule with the formula C3H5ClS.

Geometry as ORCA input:
```
! RIJCOSX wB97M-V def2-TZVPD def2/J DEFGRID3
* xyz 0 1
C 0.1438 -0.4387 1.0562
C -0.1447 -0.7636 -0.4452
C 0.7901 -1.5159 -1.0662
H 0.0851 1.8892 1.1132
H 0.7432 -1.3138 1.4184
H -0.7434 -0.3335 1.6015
H 1.0879 -1.5441 -2.1245
H 1.4456 -2.1772 -0.5219
S 1.0996 1.0354 1.2684
Cl -1.4675 0.1895 -1.1206
*
```

Results
Frontier orbital gap in eV: 10.093
HOMO in eV: -9.2680
E in hartree: -975.64091

=====

5.
The following is a DFT calculation (wB97M-V/def2-TZVPD) of a 2-piece molecular cluster, C5H6N overall.

Geometry as ORCA input:
```
! RIJCOSX wB97M-V def2-TZVPD def2/J DEFGRID3
* xyz 1 1
C -0.2648 -0.6554 -1.6621
C -0.3524 1.7029 -0.4237
C 0.2540 1.2929 0.6471
C 0.6628 -0.7351 1.7270
C -0.4798 -1.5687 -2.4124
N 0.8556 0.0847 0.7865
H -0.9004 2.4222 -1.0047
H 0.5525 1.9467 1.3793
H 1.3664 -1.5352 1.5713
H -0.1421 -0.5667 2.5221
H -0.7071 -2.1952 -3.2443
H -0.0659 0.3994 -1.3266
*
```

Results
Frontier orbital gap (spin up / spin down) in eV: 7.136 / 7.139
HOMO (spin up / spin down) in eV: -14.9165 / -14.9167
E in hartree: -248.30300

=====

6.
The following is a DFT calculation (wB97M-V/def2-TZVPD) of C19H40Cl10O5 as an isolated structure.

Geometry as ORCA input:
```
! RIJCOSX wB97M-V def2-TZVPD def2/J DEFGRID3
* xyz 0 1
C -1.8378 0.4996 7.6862
C -0.4172 0.5109 7.0802
C -0.2498 1.9790 6.6869
O -0.8669 2.7377 7.7855
C -1.9965 1.9425 8.1591
H -1.9493 -0.1811 8.5303
H -2.5213 0.2115 6.8874
H -0.1339 -0.1246 6.2411
H 0.2151 0.2583 7.9314
H -0.8631 2.2771 5.8365
H 0.7522 2.3895 6.5625
H -2.9352 2.3436 7.7771
H -2.0171 2.0860 9.2394
C 4.9652 -5.4024 -3.9508
C 5.4522 -5.8958 -2.6228
C 6.8734 -5.2749 -2.4995
O 6.8851 -4.1109 -3.2734
C 5.5875 -4.0066 -4.0011
H 3.8853 -5.2600 -3.9914
H 5.3424 -5.9968 -4.7829
H 5.4782 -6.9774 -2.4907
H 4.8383 -5.4864 -1.8206
H 7.5109 -6.0600 -2.9060
H 7.2380 -5.1072 -1.4861
H 5.7342 -3.6758 -5.0293
H 4.9049 -3.3777 -3.4296
C -6.1523 3.3551 1.9631
C -5.6786 2.1962 2.8423
C -5.0101 1.4068 1.7888
O -4.3088 2.3053 0.9826
C -4.9910 3.5396 0.8910
H -6.3829 4.2162 2.5903
H -7.0439 3.1837 1.3601
H -6.2690 1.5745 3.5153
H -4.8699 2.5006 3.5067
H -5.7091 0.8640 1.1525
H -4.3283 0.7440 2.3217
H -5.3234 3.7452 -0.1265
H -4.2786 4.3170 1.1671
C 0.5182 1.2341 -2.7787
C 1.1630 0.7066 -1.4826
O 0.7381 1.5271 -0.3844
O 1.1934 0.7924 -3.9095
H 0.3455 2.3098 -2.7447
H -0.4639 0.7670 -2.8530
H 2.2452 0.6112 -1.5715
H 0.8145 -0.2910 -1.2151
H -0.2096 1.6802 -0.3840
H 0.6822 1.1084 -4.6581
C 2.0272 6.8517 1.1785
Cl 2.2406 8.4111 0.3328
Cl 2.8784 7.1242 2.6786
H 0.9570 6.7517 1.3592
H 2.5211 6.0991 0.5639
C -0.3780 -6.6618 0.3128
Cl -0.5916 -5.1400 1.1846
Cl -1.9436 -7.2024 -0.3669
H 0.4030 -6.5134 -0.4329
H -0.1052 -7.4141 1.0528
C 6.3495 2.1968 3.8334
Cl 6.0656 1.0452 5.1443
Cl 7.6933 1.5515 2.8884
H 5.4971 2.4338 3.1968
H 6.6657 3.1444 4.2695
C -1.2187 2.2221 -12.3641
Cl -1.2595 1.7709 -10.7015
Cl -0.3240 3.7576 -12.5071
H -0.6906 1.4184 -12.8771
H -2.2241 2.3712 -12.7577
C -6.3027 -3.8764 -4.5268
Cl -4.6209 -3.2641 -4.4969
Cl -7.1883 -3.4735 -3.0695
H -6.6932 -3.3323 -5.3868
H -6.3136 -4.9639 -4.6009
*
```

Results
Frontier orbital gap in eV: 9.600
HOMO in eV: -9.4694
E in hartree: -5725.88370